# 1
14 unconnected molecules or ions with the total composition C5H36NO15, computed with wB97M-V/def2-TZVPD.

The geometry in XYZ format:
```
57
Properties=species:S:1:pos:R:3:forces:R:3
O -2.176 1.436 0.494 0.50 -1.35 -1.08
C -1.263 0.522 0.160 1.06 0.94 0.11
C -1.458 -0.063 -1.227 0.35 -1.00 0.07
N -0.259 -1.013 -1.451 0.41 2.10 1.03
C -0.570 -2.415 -1.287 -2.77 -2.36 -1.78
C -2.131 -2.369 -1.668 0.09 1.43 0.83
C -2.673 -0.962 -1.228 -2.50 -0.74 0.88
O -0.295 0.245 0.882 -1.45 -0.15 -0.86
H -2.021 1.541 1.445 0.10 0.93 1.25
H -1.578 0.623 -2.087 0.80 0.28 0.50
H 4.535 -0.192 -2.774 0.72 0.60 -0.70
H 0.500 -0.697 -0.833 0.18 -0.20 0.92
H -0.055 -3.113 -2.011 -0.11 1.29 0.55
H -0.473 -2.945 -0.274 -0.01 1.84 -1.13
H -2.586 -2.362 -2.636 1.38 -0.73 -1.58
H -2.587 -3.188 -1.204 -0.97 -1.02 1.13
H -3.117 -0.990 -0.223 0.51 -0.16 0.03
H -3.646 -0.581 -1.806 2.54 -0.69 0.45
H 1.472 2.666 2.232 -0.18 -0.66 1.71
H 1.168 1.334 2.011 -0.22 -5.81 -6.24
O 1.129 1.840 2.700 -0.05 6.20 5.08
H 3.544 3.844 2.581 3.68 1.20 3.18
H 3.269 3.232 1.274 0.78 -0.58 -1.30
O 2.883 3.617 2.035 -4.04 -0.16 -2.32
H 2.796 -0.790 -3.881 -0.53 -0.99 -0.26
H 2.457 -2.160 -4.645 0.06 0.57 0.33
O 2.281 -1.639 -3.843 0.29 0.49 0.01
H -0.025 2.621 -4.506 0.05 -0.79 -1.19
H 0.153 3.931 -3.810 0.05 0.23 0.14
O -0.059 3.007 -3.648 -0.03 0.43 1.22
H -1.756 -2.712 2.910 0.08 0.13 -0.16
H -2.665 -3.665 2.153 2.11 1.10 -0.40
O -1.761 -3.198 2.074 -2.14 -1.19 0.47
H 4.555 1.112 -3.822 1.04 -0.20 -0.38
H 0.232 -0.681 -2.273 -0.01 -0.71 -1.39
O 4.119 0.597 -3.157 -1.81 -0.53 1.20
H -1.944 2.596 3.511 -0.72 2.04 1.40
H -0.454 2.019 3.019 -1.56 0.09 0.24
O -1.490 1.938 3.064 2.10 -2.38 -1.74
H 4.018 0.226 0.616 -2.04 0.28 -1.08
H 5.013 -0.666 1.176 0.31 0.55 0.01
O 4.885 0.270 0.934 1.91 -0.77 0.96
H 0.391 -1.651 1.851 -0.65 0.17 -0.19
H 0.925 -3.131 1.816 -0.25 0.91 0.31
O 1.177 -2.188 1.891 0.55 -1.56 0.57
H -4.182 -0.100 2.565 0.71 -1.62 0.68
H -2.796 -0.340 2.983 2.15 0.78 0.14
O -3.615 -0.767 3.073 -2.38 0.41 -0.37
H 2.420 0.624 -1.815 0.30 0.02 -0.26
H 1.284 1.615 -1.998 -0.34 1.33 -0.97
O 1.549 0.869 -1.489 0.08 -0.37 0.75
H -5.348 1.195 1.285 0.48 -1.45 -0.70
H -5.428 -0.362 0.708 1.49 2.46 1.14
O -4.803 0.390 1.056 -2.57 -0.59 -0.80
H 2.246 -0.395 0.560 -0.62 -2.20 -1.63
H 2.161 -1.922 0.260 -0.02 -3.72 2.67
O 2.166 -1.129 -0.152 1.10 5.90 -1.44
```
Positions in Å, forces in eV/Å.

Calculated values
Multiplicity: 2
DFT total energy, Ha: -1395.2621
Kohn-Sham gap (alpha / beta), eV: 2.22 / 10.67
Net charge: 0
F_max, eV/Å: 8.54
Energy relative to the best compared isomer or geometry (same formula, charge and spin), kcal/mol: 64.45
⟨S²⟩: 0.751


# 2
2 unconnected molecules or ions with the total composition C15H31F3N4O5P, computed with wB97M-V/def2-TZVPD.

The geometry in XYZ format:
```
59
Properties=species:S:1:pos:R:3:forces:R:3
N 3.936 2.687 3.416 -0.78 -0.29 0.95
C 4.648 2.490 2.414 0.49 0.03 -0.90
C 4.582 1.264 1.506 0.84 0.93 -0.01
C 3.644 1.402 0.301 -0.18 -1.39 -0.62
P 3.937 2.909 -0.801 0.27 1.73 1.01
N 4.080 4.252 -0.011 0.18 -0.72 -0.58
N 4.050 0.291 -0.626 1.62 0.27 -0.60
C 3.208 -0.586 -0.971 -1.89 0.86 0.54
C 1.931 -0.292 -0.255 -0.31 -0.85 0.09
C 0.617 -0.502 -0.994 -0.16 -0.63 -0.31
O 0.427 -1.939 -1.078 1.12 0.86 -0.43
C -0.767 -2.333 -0.625 0.54 -0.92 -0.76
F -1.743 -1.800 -1.312 -1.26 0.94 -0.43
F -0.839 -3.626 -0.762 0.13 -1.52 -0.21
F -0.921 -2.072 0.648 -0.39 0.84 1.72
C 2.156 0.992 0.576 -1.07 0.00 0.81
N 1.928 0.548 1.964 0.77 0.22 0.08
C 1.177 2.158 0.378 0.13 0.68 -0.38
O -0.095 1.773 0.791 0.06 -0.41 -0.10
C -0.949 2.857 1.056 -0.38 0.64 0.35
O -2.119 2.406 1.632 0.34 -0.52 0.03
C -2.708 1.286 0.977 -0.77 0.29 -0.38
C -3.104 1.506 -0.475 -0.02 -0.91 0.11
O -2.032 1.255 -1.398 -0.07 0.76 0.07
H 3.318 1.881 3.551 0.01 0.18 0.25
H 5.384 3.245 2.169 0.10 0.08 -0.16
H 4.361 0.392 2.113 -0.40 -0.16 -0.20
H 5.589 1.119 1.106 0.13 0.02 -0.02
H 2.854 2.910 -1.707 0.20 -0.66 -0.06
H 5.083 2.558 -1.562 -0.36 -0.45 -0.03
H 4.997 4.634 -0.233 -0.14 0.42 0.35
H 4.997 0.305 -1.000 0.00 -0.20 0.18
H 3.381 -1.400 -1.655 0.28 -0.14 -0.12
H 1.916 -1.103 0.483 0.02 -0.10 0.12
H 0.613 -0.108 -2.004 0.02 0.11 -0.17
H -0.234 -0.076 -0.471 0.26 0.38 0.10
H 1.740 1.375 2.524 -0.03 -0.11 0.15
H 1.071 0.007 2.014 -0.01 0.04 -0.11
H 1.526 2.978 1.026 0.25 0.03 -0.08
H 1.150 2.569 -0.639 -0.06 -0.18 -0.11
H -0.468 3.522 1.778 -0.03 0.06 0.10
H -1.175 3.458 0.161 0.23 -0.28 -0.32
H -2.121 0.372 1.062 0.32 0.09 0.04
H -3.636 1.100 1.508 -0.07 0.10 0.27
H -3.589 2.466 -0.632 0.18 0.24 0.01
H -3.862 0.751 -0.685 -0.12 -0.06 -0.07
H -1.842 2.101 -1.819 0.10 -0.23 -0.14
C -5.123 -4.725 0.048 -0.19 -0.03 0.05
C -5.157 -4.254 -1.398 0.52 0.09 0.32
C -3.853 -4.572 -2.114 -0.11 -0.06 -0.26
O -5.400 -2.847 -1.442 -0.22 0.03 -0.14
H -4.323 -4.221 0.599 0.08 -0.05 -0.07
H -6.060 -4.485 0.551 -0.02 -0.04 -0.04
H -4.960 -5.802 0.111 0.02 0.01 0.02
H -5.987 -4.732 -1.918 -0.07 0.17 -0.03
H -3.019 -4.063 -1.631 -0.02 -0.07 0.11
H -3.889 -4.222 -3.147 -0.05 -0.05 0.00
H -3.652 -5.644 -2.116 0.02 0.01 0.01
H -4.673 -2.411 -0.984 -0.02 -0.07 -0.02
```
Positions in Å, forces in eV/Å.

Calculated values
Multiplicity: 1
DFT total energy, Ha: -1825.9609
Kohn-Sham gap, eV: 7.22
Net charge: +1
F_max, eV/Å: 2.14


# 3
16 unconnected molecules or ions with the total composition C64H96O48, computed with wB97M-V/def2-TZVPD.

The geometry in XYZ format:
```
208
Properties=species:S:1:pos:R:3:forces:R:3
C 2.627 7.587 -0.356 0.27 0.19 0.24
C 1.505 7.846 -1.366 0.43 -0.74 0.79
C 1.308 6.794 -2.444 0.10 0.60 0.75
O -0.098 6.558 -2.328 -0.53 -1.49 -1.64
C -0.640 7.090 -1.209 -4.90 -1.70 -1.99
O -1.830 7.005 -0.858 3.66 -0.13 -0.93
O 0.253 7.783 -0.674 2.72 3.39 3.81
H 3.616 7.722 -0.793 -0.05 0.27 -0.19
H 2.668 6.592 0.085 -0.59 -0.42 -0.53
H 2.559 8.210 0.536 -0.10 0.53 -0.30
H 1.571 8.794 -1.901 0.06 0.38 0.73
H 1.917 5.906 -2.279 -0.42 -0.24 -0.05
H 1.627 7.320 -3.344 -0.67 -0.74 -0.62
C 4.805 -3.416 -0.737 0.01 -0.91 0.97
C 4.288 -2.145 -1.275 1.84 0.50 -0.37
C 5.217 -0.982 -0.889 -0.47 0.03 0.39
O 5.298 -0.142 -2.048 -0.62 -0.19 -0.38
C 4.955 -0.889 -3.117 -0.36 -0.99 -1.46
O 5.017 -0.542 -4.274 -0.01 -0.56 2.03
O 4.542 -2.162 -2.705 -0.64 1.84 -0.47
H 4.159 -4.261 -0.976 0.18 -0.04 -0.30
H 4.756 -3.345 0.349 0.26 -0.02 0.23
H 5.836 -3.579 -1.051 -0.10 -0.20 0.00
H 3.269 -2.015 -0.911 -0.31 0.41 -0.95
H 6.242 -1.313 -0.721 -0.13 -0.15 0.49
H 4.776 -0.432 -0.058 0.42 0.20 0.01
C -3.174 -2.588 1.025 -1.16 -0.57 0.25
C -3.484 -3.857 0.147 1.59 2.35 0.63
C -4.221 -3.559 -1.142 -1.54 1.00 1.37
O -3.465 -4.177 -2.185 -1.16 -0.12 0.10
C -2.287 -4.455 -1.678 3.16 -1.63 -0.96
O -1.382 -5.037 -2.287 -1.90 1.35 1.16
O -2.189 -4.044 -0.407 1.65 -1.50 -0.78
H -2.839 -1.768 0.390 -0.04 -0.18 -0.26
H -2.396 -2.787 1.762 -0.02 -0.32 -0.14
H -4.015 -2.217 1.611 -0.19 -0.17 -0.10
H -3.730 -4.771 0.688 -0.41 0.18 0.06
H -4.242 -2.475 -1.255 0.02 -0.08 -0.43
H -5.255 -3.878 -1.011 0.04 -0.40 -0.95
C 3.265 -3.497 5.185 0.51 -1.41 0.32
C 2.448 -2.328 5.604 0.32 0.02 -1.39
C 1.459 -2.616 6.633 -2.52 -0.84 1.25
O 1.707 -1.695 7.666 0.15 1.72 1.14
C 2.742 -0.860 7.373 0.32 0.45 2.46
O 3.183 0.014 8.142 -1.37 -2.63 -3.05
O 3.238 -1.259 6.190 0.62 0.76 -0.90
H 4.330 -3.270 5.232 -0.02 -0.22 -0.19
H 2.965 -3.947 4.239 0.24 0.66 -0.41
H 3.002 -4.326 5.842 0.63 -0.04 0.42
H 1.875 -2.055 4.718 0.43 1.24 -0.08
H 1.392 -3.604 7.088 0.78 -0.18 -0.14
H 0.460 -2.507 6.212 -0.19 0.48 0.27
C 6.097 5.228 -0.961 -0.79 -0.46 -1.23
C 5.214 4.046 -1.477 2.38 0.34 0.65
C 5.378 2.788 -0.637 1.20 0.44 -0.84
O 4.096 2.542 -0.169 -1.89 -0.65 1.32
C 3.222 3.457 -0.600 -4.60 0.85 -0.07
O 1.980 3.537 -0.362 5.32 -0.64 -0.46
O 3.838 4.319 -1.440 -0.67 0.10 0.22
H 5.952 6.000 -1.717 0.23 0.40 0.30
H 7.147 4.934 -0.984 -0.02 -0.11 -0.09
H 5.882 5.616 0.034 -0.37 -0.23 -0.03
H 5.565 3.749 -2.465 -0.49 0.66 -0.38
H 6.096 2.987 0.159 -0.22 -0.39 0.30
H 5.709 1.978 -1.288 -0.05 -0.21 0.44
C -2.246 -8.058 -4.117 -0.77 1.40 -0.46
C -2.444 -6.849 -5.117 1.71 -1.46 0.12
C -1.934 -7.151 -6.553 -0.33 0.94 0.73
O -2.827 -6.341 -7.315 -0.52 -0.32 -0.97
C -3.928 -6.032 -6.596 -1.31 2.53 -1.46
O -4.843 -5.317 -6.981 1.90 -2.14 0.71
O -3.777 -6.485 -5.367 -1.40 -0.72 1.41
H -2.748 -8.991 -4.375 -0.10 0.18 -0.56
H -2.678 -7.755 -3.163 0.33 0.01 0.15
H -1.183 -8.272 -4.011 -0.01 0.21 0.08
H -1.991 -5.940 -4.723 0.42 -0.22 0.28
H -2.022 -8.219 -6.753 -0.12 0.03 -0.41
H -0.956 -6.753 -6.824 0.17 -0.38 0.45
C -0.457 7.640 2.857 0.69 0.37 0.18
C -0.535 6.194 2.484 1.52 1.50 -0.73
C 0.116 5.192 3.436 -0.72 1.97 -0.84
O -0.938 4.306 3.626 -1.47 -2.06 0.67
C -2.105 4.673 3.022 -2.24 -1.23 -1.71
O -3.148 3.975 2.946 4.24 2.96 0.81
O -1.890 5.881 2.383 -1.45 -2.52 0.89
H 0.575 7.992 2.868 0.21 -0.10 -0.13
H -0.817 7.802 3.873 -0.48 0.19 -0.16
H -0.966 8.193 2.068 -0.24 0.24 0.42
H -0.025 6.108 1.525 -0.51 -0.26 -0.44
H 0.347 5.730 4.355 0.40 -0.56 0.24
H 0.963 4.785 2.883 0.03 -0.59 0.71
C 3.537 2.606 4.634 0.63 -0.32 -0.89
C 4.041 1.874 3.345 -0.38 -0.31 2.38
C 5.269 0.961 3.641 -0.95 1.60 0.06
O 4.936 -0.201 2.903 2.18 -0.76 0.12
C 3.650 -0.294 2.704 -1.17 2.69 0.20
O 3.074 -1.197 2.225 -0.69 -1.78 -0.65
O 3.028 0.891 3.029 0.74 -0.43 -0.38
H 4.080 3.538 4.787 -0.26 0.22 -0.19
H 3.732 2.021 5.533 -0.14 -0.31 -0.13
H 2.459 2.739 4.538 0.13 0.35 0.05
H 4.190 2.554 2.506 -0.11 -0.15 -0.11
H 5.329 0.751 4.709 -0.06 -0.31 -0.07
H 6.194 1.453 3.339 0.07 -0.57 -0.39
C 2.659 1.496 -3.702 1.46 0.57 -0.64
C 1.662 2.349 -4.419 0.60 0.41 2.01
C 0.896 1.645 -5.472 1.68 0.58 -2.22
O -0.409 1.917 -5.158 -2.19 -1.09 -1.30
C -0.502 2.525 -3.999 -4.46 0.00 -0.07
O -1.537 2.855 -3.491 -0.22 -0.04 0.01
O 0.629 2.684 -3.481 3.87 0.94 2.48
H 2.956 1.907 -2.737 -0.52 -0.18 0.23
H 3.598 1.607 -4.245 0.11 -0.52 -0.34
H 2.381 0.442 -3.702 -0.03 0.09 0.36
H 2.059 3.318 -4.719 0.31 -0.14 -0.22
H 1.190 0.602 -5.589 -0.67 -0.20 0.10
H 1.104 2.186 -6.396 0.03 -0.54 -0.47
C -5.650 1.915 3.940 -1.08 1.71 0.25
C -6.401 1.364 5.136 0.41 -1.00 -1.60
C -7.590 0.454 4.771 -0.81 2.74 -1.70
O -7.363 -0.673 5.485 -4.50 -2.33 0.04
C -6.181 -0.792 5.871 5.72 -2.55 3.23
O -5.683 -1.780 6.442 -1.42 3.18 -1.88
O -5.514 0.374 5.606 0.99 -1.12 1.69
H -6.238 2.761 3.585 -0.15 0.10 -0.52
H -5.522 1.192 3.135 0.17 -0.06 0.30
H -4.726 2.402 4.253 0.14 -0.46 -0.11
H -6.662 2.097 5.899 0.24 0.02 0.09
H -7.615 0.216 3.707 0.24 -0.03 -0.18
H -8.563 0.896 4.984 0.03 -0.16 0.39
C 1.313 -5.279 0.045 0.50 1.01 -1.46
C 1.581 -4.341 1.163 -1.85 -0.45 0.13
C 0.668 -3.109 1.245 1.86 1.03 -2.85
O 0.209 -3.065 2.552 -0.46 1.63 0.12
C 0.392 -4.245 3.078 -0.84 -2.10 2.87
O 0.000 -4.607 4.167 0.52 0.78 -1.02
O 1.046 -5.045 2.252 0.86 -1.23 1.81
H 1.583 -4.672 -0.820 0.06 -0.59 -0.69
H 0.251 -5.504 -0.054 0.12 -0.07 0.15
H 1.932 -6.172 0.128 -0.10 0.04 -0.13
H 2.639 -4.112 1.288 0.05 0.03 0.26
H -0.117 -3.087 0.488 -0.42 -0.47 0.35
H 1.319 -2.273 0.990 -0.28 0.51 0.56
C -3.933 3.548 -0.325 0.26 0.17 -1.44
C -4.917 2.592 0.290 0.82 0.70 0.22
C -6.413 2.797 -0.119 1.96 -1.02 -0.46
O -6.723 1.451 -0.661 -1.73 1.28 0.47
C -5.730 0.608 -0.645 3.05 -2.67 -0.20
O -5.744 -0.593 -1.005 0.00 4.54 1.36
O -4.547 1.280 -0.167 -2.60 -1.57 -0.66
H -4.061 4.606 -0.097 -0.11 -0.13 0.40
H -3.975 3.464 -1.411 -0.11 0.04 -0.22
H -2.917 3.231 -0.088 -0.03 0.14 0.33
H -4.644 2.672 1.342 -0.98 -0.46 0.39
H -6.461 3.523 -0.930 -0.15 -0.28 -0.17
H -7.064 3.150 0.681 -0.17 -0.79 0.00
C 1.987 -3.828 -3.237 -0.06 -0.16 0.42
C 2.303 -3.446 -4.643 1.73 -0.68 -0.56
C 1.958 -4.490 -5.694 0.24 -1.59 0.21
O 1.119 -3.836 -6.641 0.86 -0.66 -0.42
C 1.055 -2.571 -6.270 -3.24 2.11 -1.03
O 0.450 -1.692 -6.846 1.08 -0.98 0.15
O 1.504 -2.412 -5.050 -0.77 2.65 0.88
H 1.671 -2.951 -2.672 -0.03 -0.04 -0.11
H 2.825 -4.269 -2.696 0.04 -0.18 -0.34
H 1.155 -4.531 -3.279 -0.12 0.04 0.46
H 3.306 -3.063 -4.837 0.45 -0.41 0.62
H 1.404 -5.294 -5.209 -0.17 -0.16 -0.31
H 2.827 -4.912 -6.198 -0.06 0.06 -0.04
C -2.913 -0.747 -3.271 0.43 -0.23 -1.38
C -2.287 -1.379 -4.593 -0.87 -0.46 2.06
C -2.791 -2.761 -4.942 -0.19 -0.46 0.06
O -3.031 -2.643 -6.339 -0.58 -3.39 -0.15
C -2.939 -1.424 -6.772 -0.48 0.48 -3.00
O -3.128 -1.070 -7.922 0.25 -0.36 1.81
O -2.626 -0.668 -5.771 1.11 3.47 1.86
H -2.460 0.232 -3.117 -0.12 0.09 0.06
H -2.738 -1.349 -2.380 0.40 -0.15 -0.33
H -3.997 -0.640 -3.313 -0.02 0.10 -0.45
H -1.219 -1.539 -4.448 0.28 1.02 -0.31
H -3.675 -3.082 -4.392 -0.26 0.16 -0.36
H -2.027 -3.520 -4.773 0.02 -0.06 -0.08
C -0.180 0.565 1.483 0.07 0.14 -1.19
C -0.073 0.663 -0.041 1.28 1.22 0.53
C 1.339 0.449 -0.632 -0.29 1.41 0.44
O 1.233 -0.755 -1.314 0.19 -1.84 -1.13
C -0.058 -1.133 -1.436 -0.92 -1.37 0.94
O -0.472 -2.102 -2.030 0.97 1.51 0.47
O -0.808 -0.384 -0.597 -0.71 -0.93 -1.39
H 0.487 -0.214 1.850 -0.16 -0.13 0.13
H -1.232 0.311 1.618 0.03 0.13 0.74
H 0.113 1.516 1.927 -0.22 -0.02 0.15
H -0.419 1.621 -0.430 -0.48 -0.03 0.17
H 2.069 0.424 0.177 0.26 -0.29 -0.19
H 1.605 1.180 -1.396 -0.08 0.30 0.54
C 0.255 0.856 5.245 0.26 -0.46 -0.20
C -1.161 0.474 5.502 -1.03 0.25 0.27
C -2.232 1.151 4.644 1.53 0.48 -1.27
O -2.886 0.064 4.013 -1.25 0.50 0.35
C -2.413 -1.112 4.459 -0.70 -1.42 -1.81
O -2.840 -2.176 4.075 0.62 1.37 0.99
O -1.326 -0.908 5.190 0.45 -0.56 1.11
H 0.919 0.306 5.912 -0.01 0.55 0.49
H 0.330 1.942 5.306 0.44 -0.09 0.09
H 0.572 0.472 4.276 -0.25 0.44 -0.39
H -1.502 0.683 6.516 0.58 -0.55 0.43
H -1.771 1.725 3.840 0.05 0.12 -0.08
H -2.818 1.882 5.202 -0.66 -0.67 0.03
```
Positions in Å, forces in eV/Å.

Calculated values
Multiplicity: 1
DFT total energy, Ha: -6107.9051
Kohn-Sham gap, eV: 8.58
Net charge: 0
F_max, eV/Å: 7.05
Energy relative to the best compared isomer or geometry (same formula, charge and spin), kcal/mol: 49.05